C4H7ClS | ωB97M-V/def2-TZVPD

SMILES string = CS/C=C/CCl
Orbital gap = 9.11 eV
E_tot = -1014.93883 hartree
HOMO energy = -8.2 eV

XYZ file:
```
13
Properties=species:S:1:pos:R:3:forces:R:3
C -0.598 -1.542 1.724 0.2 -1.4 3.2
C 0.956 1.653 -1.999 -1.5 -1.3 -0.2
H 0.655 1.992 -3.007 0.7 -0.5 0.3
H 1.376 0.618 -1.914 0.4 1.3 -0.8
Cl 0.586 -2.686 1.086 0.5 -0.1 -0.7
H 1.497 2.428 -1.498 0.5 0.2 0.4
C -0.223 0.101 -0.092 -0.8 0.9 1.1
H -0.218 -1.439 2.811 -0.7 0.5 -1.6
H -1.515 -2.154 1.849 0.3 0.6 -0.3
H 0.766 -0.208 -0.137 1.7 -1.3 -0.9
S -0.672 1.331 -1.221 -0.3 0.6 0.1
H -1.741 0.218 1.406 0.1 -0.3 -0.6
C -0.870 -0.311 0.991 -1.1 0.9 -0.1
```
Positions in Å, forces in eV/Å.